C51H118F6LiN11O21S2 as an isolated structure, computed with ωB97M-V/def2-TZVPD.

Geometry as XYZ:
```
210
Properties=species:S:1:pos:R:3:forces:R:3
Li -5.9462 -1.4438 2.3497 0.09 -0.29 0.11
C -3.6043 -0.5892 -1.2013 1.05 0.87 2.51
F -3.3729 -0.7719 -2.4694 -0.60 -0.28 -0.25
F -3.3442 0.7191 -0.8976 -1.05 -1.24 -0.45
F -4.8661 -0.9455 -0.8224 0.39 0.70 -0.79
S -2.4159 -1.6044 -0.1587 1.90 -1.47 -1.40
O -2.7416 -2.9995 -0.4497 -0.76 1.38 1.05
O -1.1167 -1.2166 -0.7549 -2.48 0.06 1.59
N -2.7485 -1.1573 1.5051 -0.79 -2.31 -3.74
S -1.3658 -0.5676 1.9305 1.91 2.27 1.58
O -0.1997 -1.4001 1.8048 -0.64 0.01 0.55
O -1.3006 0.7900 1.4527 0.57 0.11 0.58
C -1.7153 -0.4207 3.8067 3.36 -0.95 -0.76
F -0.6158 0.1027 4.4621 -1.20 -0.10 -0.93
F -2.7275 0.3621 3.9896 -1.35 0.39 0.78
F -1.8462 -1.6476 4.3477 -0.92 0.46 -0.08
C -4.9614 5.7357 7.8059 0.40 -1.38 0.89
C -6.3200 5.6545 7.1131 0.52 0.17 1.33
O -6.4458 6.6108 6.1455 -0.57 0.89 -2.18
O -5.0943 6.4235 9.0325 -0.53 0.43 0.87
H -4.0774 6.1943 7.3629 -0.57 0.09 -1.26
H -4.6880 4.6873 7.9255 0.31 -0.17 0.59
H -7.0906 5.8068 7.8688 0.07 -0.02 0.52
H -6.5298 4.6478 6.7516 0.31 0.19 -0.71
H -6.1949 7.4719 6.4879 -0.02 -0.05 0.16
H -4.6320 6.0065 9.7632 0.07 -0.15 -0.24
C -8.0937 2.3861 -8.2531 0.73 1.69 -0.53
C -7.5800 1.4876 -7.1387 -0.23 0.67 0.04
O -8.7104 0.9704 -6.4317 0.33 -0.32 -0.21
O -7.0767 3.4310 -8.6142 -1.02 -1.71 -0.03
H -9.0623 2.8187 -8.0023 0.19 0.36 0.55
H -8.3463 1.8617 -9.1747 0.63 -0.22 -0.04
H -6.9982 2.0667 -6.4216 0.20 0.32 -0.25
H -6.9139 0.7321 -7.5552 -0.15 -0.36 0.08
H -8.3563 0.6949 -5.5830 -0.27 -0.22 0.11
H -7.2057 4.2661 -8.1586 -0.40 -0.22 0.29
C 0.2812 1.1635 -8.4907 0.62 0.48 0.93
C 0.0332 -0.1801 -7.8310 0.44 -1.11 -1.49
O 0.6928 -1.2991 -8.4659 -0.10 0.04 -0.29
O 1.5754 1.7524 -8.1203 -1.54 -0.42 -0.26
H -0.5575 1.7675 -8.1444 0.49 0.67 0.52
H 0.1405 1.2189 -9.5702 0.30 -0.74 -0.17
H -1.0051 -0.4336 -8.0454 -0.18 0.13 0.50
H 0.2665 -0.2370 -6.7678 -0.23 0.60 0.06
H 1.6515 -1.2765 -8.4225 0.02 0.29 0.30
H 2.2317 1.1138 -8.4084 0.18 0.05 -0.08
C -7.9530 -3.8452 4.3590 -0.01 -0.36 0.88
C -8.4646 -3.9277 2.9022 -0.53 1.09 2.33
O -7.3423 -4.0334 2.1181 1.39 0.07 -1.48
O -7.3555 -2.5817 4.6850 0.05 1.01 -1.50
H -7.1345 -4.5405 4.5455 -0.41 -0.71 -0.34
H -8.7448 -3.9997 5.0920 -0.24 -0.34 -0.25
H -8.9899 -2.9881 2.7311 -0.21 0.24 -0.20
H -9.1849 -4.7211 2.7027 0.14 -0.27 0.48
H -7.6130 -4.4124 1.2787 0.30 0.03 -0.33
H -7.2814 -2.4469 5.6326 -0.12 -0.25 0.04
C -8.1110 -5.1815 -3.8210 0.50 -0.18 0.62
C -9.4254 -4.4299 -4.0010 -0.91 -1.88 -0.41
O -9.7449 -3.5885 -2.9568 0.56 1.80 1.28
O -8.0836 -5.9628 -2.6105 -0.64 -0.01 -0.07
H -7.2087 -4.5781 -3.7213 -0.28 0.81 -0.54
H -7.9289 -5.8850 -4.6334 -0.39 0.31 -0.49
H -10.2642 -5.1239 -3.9482 0.35 -1.13 -0.56
H -9.5639 -3.9789 -4.9836 0.77 0.35 -0.20
H -10.6816 -3.3905 -3.0283 0.06 0.10 0.14
H -7.4023 -6.6182 -2.7775 -0.01 -0.14 0.30
C -2.6721 -7.5009 3.0830 5.31 -3.30 1.44
O -2.1504 -8.4569 3.6623 -0.49 -0.07 1.01
N -3.6737 -7.6312 2.3268 -6.12 -1.22 -2.38
N -1.9994 -6.4305 2.7935 1.81 4.17 0.34
H -4.0471 -8.5692 2.3568 -0.75 0.51 -0.31
H -4.0760 -6.8163 1.8862 -0.34 -0.81 -0.24
H -1.0228 -6.3655 3.0427 -0.48 0.39 0.17
H -2.5551 -5.6703 2.4284 1.10 0.38 -0.07
C -5.5957 -1.8402 11.1068 -1.60 -0.24 -1.69
O -6.4857 -1.7472 10.2398 1.12 -0.10 1.33
N -5.7953 -2.0241 12.4087 -2.14 -0.33 2.75
N -4.2973 -1.8684 10.8471 2.31 0.42 -1.44
H -6.7300 -2.2472 12.7197 0.12 0.26 -0.21
H -5.1111 -2.0217 13.1517 0.10 -0.01 -0.63
H -4.0148 -1.6572 9.9007 0.13 0.01 0.33
H -3.6262 -1.8254 11.6006 -0.04 -0.02 -0.49
C -9.0880 2.7592 0.8110 4.92 -2.86 6.33
O -8.5046 1.7831 1.4257 -1.33 2.52 -1.63
N -8.9626 4.0360 1.1594 0.16 2.55 0.28
N -9.8712 2.5787 -0.1618 -3.12 -1.36 -4.94
H -8.4549 4.4309 1.9382 0.03 -0.78 -0.10
H -9.1664 4.6897 0.4170 0.08 0.17 0.44
H -9.6116 1.7834 -0.7277 -0.64 0.03 -0.10
H -10.3199 3.3780 -0.5859 0.03 -0.44 -0.23
C -3.0582 8.0123 -0.4860 -0.95 0.51 -0.85
C -3.6523 8.8359 -1.6665 -0.09 0.65 -1.41
C -2.9722 10.1872 -1.8951 1.41 0.90 0.97
C -1.6614 10.1832 -2.6486 -0.55 0.66 -0.42
C -1.8034 9.5880 -4.0669 0.50 -0.25 2.14
C -2.4851 8.1858 -4.0285 1.33 -0.78 0.89
N -3.5704 8.0818 -2.9915 -0.20 3.36 -0.50
O -4.2348 6.8771 -3.0310 0.27 -0.42 0.47
C -2.9879 7.8937 -5.4525 -0.82 0.11 0.95
C -1.3408 7.1422 -3.6751 -0.79 0.03 -0.24
C -5.0999 9.3566 -1.3851 -0.81 -2.15 -0.10
H -3.1427 8.6320 0.4067 0.44 -0.12 0.11
H -2.0501 7.6666 -0.7148 0.09 0.30 0.27
H -3.6793 7.1335 -0.3124 -0.05 -0.09 -0.03
H -3.6522 10.9724 -2.2256 -0.24 -0.49 -1.11
H -2.7695 10.6706 -0.9395 0.16 -0.54 0.71
H -0.8324 9.7711 -2.0731 -0.25 -0.95 0.04
H -1.2539 11.1889 -2.7512 -0.45 0.44 -0.16
H -0.7259 9.5298 -4.2207 -0.14 -0.59 -1.45
H -2.2739 10.2950 -4.7501 -0.10 -0.13 0.06
H -2.1214 7.8906 -6.1136 -0.27 -0.01 -0.19
H -3.5826 6.9827 -5.5196 0.49 -0.33 0.06
H -3.7200 8.6626 -5.6997 0.28 0.32 -0.32
H -0.5523 7.1861 -4.4263 0.15 0.10 0.19
H -0.9503 7.2439 -2.6626 0.23 0.54 -0.09
H -1.6938 6.1110 -3.6877 -0.34 -0.10 -0.27
H -5.6345 9.6141 -2.2994 0.49 0.28 -0.20
H -5.2107 10.1721 -0.6703 0.55 -0.02 0.02
H -5.7019 8.5282 -1.0115 -0.13 -0.14 0.34
H -3.5775 6.3248 -2.6015 -0.24 -1.12 0.13
C 6.1868 1.4159 -0.7682 0.35 -1.20 0.48
C 6.1971 2.3546 -1.9903 -1.64 -0.20 1.08
C 6.3280 3.7956 -1.4367 1.05 0.26 -0.34
C 7.8007 4.1329 -1.0701 -0.43 0.04 0.56
C 8.7525 3.9333 -2.2263 -1.80 -0.95 -0.17
C 8.6107 2.4323 -2.7462 2.83 1.26 1.46
N 7.2436 2.0323 -2.9856 -0.36 1.47 0.28
O 7.1862 0.6823 -3.4108 -0.02 0.13 0.37
C 9.3935 2.5175 -4.0438 1.35 -1.21 -0.42
C 9.5117 1.4918 -1.7120 -1.19 -0.12 -0.91
C 4.7720 2.1488 -2.6365 1.13 0.46 0.75
H 5.5144 0.5672 -0.8936 0.02 -0.12 -0.40
H 5.8354 1.8366 0.1740 0.06 0.59 -0.18
H 7.1526 0.9601 -0.5502 0.17 0.18 -0.08
H 5.8905 4.5302 -2.1127 0.51 0.06 -0.66
H 5.6985 3.9790 -0.5660 0.01 -0.73 0.23
H 8.1804 3.4862 -0.2792 -0.42 -0.40 0.22
H 7.8443 5.1072 -0.5833 0.05 0.36 -0.41
H 9.7873 4.1422 -1.9551 -0.04 -0.20 -0.10
H 8.4484 4.5707 -3.0565 0.15 0.20 -0.10
H 10.3912 2.9130 -3.8530 0.09 0.10 0.44
H 9.6263 1.5063 -4.3774 -0.30 -0.09 -0.55
H 9.0661 3.1524 -4.8670 -0.88 -0.21 0.20
H 9.1195 0.4772 -1.7821 -0.08 -0.07 0.02
H 10.5714 1.3910 -1.9464 -0.04 0.43 -0.63
H 9.5239 1.7468 -0.6523 -0.56 0.43 -0.05
H 4.5085 2.9532 -3.3233 0.30 -0.42 -0.64
H 3.9937 2.2158 -1.8763 0.19 -0.17 0.32
H 4.8002 1.1183 -2.9906 -0.48 0.29 -0.59
H 6.8477 0.7794 -4.3038 -0.01 -0.19 -0.17
C 2.0621 -7.3139 -3.1150 1.18 -0.04 0.72
C 3.4136 -8.1682 -2.8614 -1.32 3.40 -2.89
C 3.5892 -8.9469 -4.1283 0.78 -1.61 -1.14
C 4.2448 -8.2711 -5.3394 -0.70 1.23 0.72
C 5.5107 -7.5820 -4.8954 0.97 0.73 0.35
C 5.3295 -6.5960 -3.6274 -0.34 -1.22 -1.42
N 4.6117 -7.3461 -2.5986 0.79 -1.59 0.81
O 4.5148 -6.6744 -1.3523 0.09 -0.10 -0.81
C 6.7259 -6.1516 -3.2057 0.22 -0.31 1.85
C 4.5809 -5.3687 -4.0586 -0.52 1.50 -0.79
C 3.0996 -9.0699 -1.7767 1.27 -1.54 1.95
H 1.2211 -7.9826 -2.9315 -0.05 0.19 0.09
H 1.9357 -6.8655 -4.1005 0.30 -0.15 -0.04
H 2.0817 -6.5107 -2.3784 -0.53 0.10 0.07
H 4.1716 -9.8255 -3.8510 0.32 -0.25 -0.19
H 2.6140 -9.3392 -4.4167 -0.12 -0.01 0.01
H 3.5723 -7.4806 -5.6724 -0.26 0.18 -0.08
H 4.3511 -8.8824 -6.2355 0.24 -0.44 0.36
H 6.0078 -7.0220 -5.6875 -0.68 0.78 -0.32
H 6.3455 -8.2766 -4.8026 -0.22 -0.56 1.19
H 7.2915 -5.5387 -3.9075 -0.22 -0.48 -0.44
H 6.7174 -5.5515 -2.2958 -0.60 0.40 0.01
H 7.2851 -6.9981 -2.8072 0.28 -0.31 -0.70
H 5.1934 -4.9042 -4.8313 -0.21 0.25 -0.19
H 3.5590 -5.4488 -4.4293 0.14 -0.73 -0.34
H 4.4335 -4.5908 -3.3094 0.55 -0.11 0.56
H 2.3669 -9.8192 -2.0764 -0.52 0.48 0.38
H 2.9716 -8.5188 -0.8450 -0.84 -0.25 -0.03
H 3.9842 -9.6717 -1.5682 0.33 -0.12 0.00
H 3.9148 -5.9497 -1.5431 -0.31 0.57 0.32
C 8.1264 -0.4683 8.0500 0.43 0.81 0.82
C 7.3320 -0.4587 6.7582 1.13 1.08 -1.56
C 8.2237 -0.9215 5.4636 -0.36 -0.35 0.99
C 8.4552 -2.4308 5.3324 -0.77 -0.09 0.71
C 7.0982 -3.1070 5.4067 -1.14 0.47 -0.38
C 6.2436 -2.7661 6.6817 0.10 0.65 0.64
N 6.1170 -1.2473 6.8784 2.17 -2.68 -4.41
O 5.1963 -0.8442 7.7749 -0.82 0.57 1.35
C 4.8347 -3.3221 6.3593 -0.25 0.64 0.45
C 6.9038 -3.4303 7.9324 -0.20 -0.24 -1.07
C 6.9679 1.0322 6.3905 -0.37 0.08 0.23
H 8.4484 0.5469 8.2821 0.03 0.14 0.07
H 9.0554 -1.0365 8.0967 -0.25 -0.48 -0.27
H 7.4569 -0.7519 8.8620 0.19 -0.15 0.10
H 7.7346 -0.5305 4.5714 -0.22 -0.20 -0.02
H 9.2138 -0.4657 5.4693 -0.11 0.51 0.50
H 9.0524 -2.8258 6.1543 0.11 0.27 0.37
H 9.0584 -2.7261 4.4739 -0.36 0.28 -0.42
H 7.1081 -4.1672 5.1539 0.35 -0.43 0.98
H 6.4109 -2.8272 4.6083 0.37 0.87 -0.45
H 4.8612 -4.4070 6.2571 -0.10 0.05 0.10
H 4.0512 -3.0001 7.0453 0.36 -0.46 0.81
H 4.3934 -2.8810 5.4656 0.68 -0.09 -0.59
H 7.9773 -3.2466 7.9750 -0.07 0.42 0.01
H 6.4555 -3.1414 8.8830 -0.16 -0.17 -0.13
H 6.8553 -4.5000 7.7287 -0.31 -0.25 0.53
H 6.5047 1.1219 5.4079 -0.23 -0.32 0.01
H 7.7771 1.7621 6.3649 0.76 -0.62 -0.04
H 6.3215 1.5368 7.1085 -0.44 -0.49 0.24
H 4.5772 -0.4075 7.1853 -0.54 0.19 0.42
```
Positions in Å, forces in eV/Å.

Properties
LUMO energy	-1.1	eV
frontier orbital gap	6.5	eV
M	1406.62	g mol⁻¹